Entry 1:
{
  "formula": "C8H11N3O2",
  "method": "wB97M-V/def2-TZVPD",
  "elements": ["C", "C", "C", "C", "C", "C", "C", "C", "H", "H", "H", "H", "H", "H", "H", "H", "H", "H", "H", "N", "N", "N", "O", "O"],
  "positions_angstrom": [[1.873, 0.000, 1.785], [0.747, -0.735, 0.005], [0.038, -2.010, -0.358], [-1.141, -2.036, -1.058], [-1.750, -0.896, -1.447], [-1.079, 0.345, -1.262], [-1.377, 1.552, -1.946], [0.140, 0.488, -0.483], [3.710, -0.394, 2.195], [3.177, 0.722, 3.445], [1.147, 1.810, 2.760], [-0.888, -0.088, 1.031], [0.446, -3.081, -0.319], [-1.484, -3.122, -1.324], [-3.044, -0.579, -1.700], [-1.340, 2.589, -1.436], [-0.497, 1.632, -2.682], [-2.483, 1.144, -4.247], [0.777, 1.465, -0.644], [2.898, 0.146, 2.389], [0.998, 1.208, 1.908], [1.846, -0.822, 0.794], [-0.396, 0.566, 2.389], [-2.657, 1.176, -2.906]],
  "forces_ev_per_angstrom": [[-7.529, 3.185, -5.210], [-2.839, -1.731, -1.547], [1.955, 0.172, -0.233], [-0.052, -3.280, 0.001], [-4.720, 4.836, -0.484], [1.790, -2.311, 2.638], [-0.952, 1.906, -5.383], [0.527, -1.273, -1.757], [0.269, -0.741, -0.528], [-2.119, -2.156, -4.516], [0.250, -1.221, -1.003], [2.058, 2.371, 3.202], [0.228, 2.128, 0.899], [0.067, 2.394, 0.503], [4.431, -1.967, 0.181], [-1.126, -1.854, -0.584], [-1.295, 0.139, 0.742], [-0.083, 0.443, 6.286], [-1.536, -2.057, 1.000], [11.495, 3.265, 11.027], [-3.280, -2.956, 1.817], [-0.759, -0.552, 0.386], [1.075, -0.293, -3.991], [2.143, 1.552, -3.444]],
  "lumo_ev": 0.12,
  "total_energy_ev": -17027.049,
  "e_above_lowest_kj_mol": 1007.8,
  "homo_ev": -7.905
}

Entry 2:
{
  "formula": "C25H15F12N3O6Pd",
  "method": "wB97M-V/def2-TZVPD",
  "elements": ["Pd", "C", "C", "C", "C", "C", "N", "C", "C", "C", "C", "C", "C", "C", "C", "O", "C", "F", "F", "F", "C", "F", "F", "F", "C", "C", "C", "O", "C", "F", "F", "F", "C", "F", "F", "F", "H", "H", "H", "H", "H", "H", "H", "H", "H", "H", "H", "H", "O", "C", "O", "C", "C", "N", "N", "C", "C", "O", "O", "H", "H", "H"],
  "positions_angstrom": [[0.392, 0.341, 0.960], [-5.386, 1.424, -2.642], [-4.026, 0.975, -2.175], [-2.909, 1.052, -3.004], [-1.670, 0.677, -2.537], [-1.478, 0.183, -1.234], [-0.185, -0.140, -0.842], [0.614, -0.920, -1.633], [0.032, -1.882, -2.491], [0.782, -2.713, -3.288], [2.173, -2.647, -3.280], [3.017, -3.578, -4.111], [2.753, -1.703, -2.449], [2.028, -0.840, -1.626], [2.783, 0.265, -0.855], [2.215, 0.825, 0.245], [4.177, -0.260, -0.356], [4.712, 0.565, 0.562], [4.038, -1.453, 0.252], [5.137, -0.408, -1.300], [3.031, 1.432, -1.860], [1.867, 1.990, -2.212], [3.799, 2.401, -1.329], [3.644, 1.056, -3.009], [-2.595, 0.113, -0.385], [-3.838, 0.506, -0.886], [-2.483, -0.482, 1.033], [-1.315, -0.353, 1.699], [-3.574, 0.124, 1.986], [-3.303, -0.133, 3.262], [-4.833, -0.378, 1.770], [-3.667, 1.448, 1.846], [-2.757, -2.015, 0.888], [-3.885, -2.325, 0.201], [-1.748, -2.604, 0.230], [-2.863, -2.626, 2.081], [-5.486, 1.319, -3.725], [-6.177, 0.837, -2.172], [-5.568, 2.474, -2.395], [-3.010, 1.429, -4.017], [-0.796, 0.759, -3.173], [-1.046, -1.973, -2.491], [0.278, -3.442, -3.916], [2.537, -3.800, -5.068], [3.994, -3.139, -4.321], [3.189, -4.532, -3.605], [3.831, -1.629, -2.471], [-4.708, 0.433, -0.249], [0.810, 2.446, 6.861], [1.915, 2.107, 6.273], [3.018, 2.157, 6.803], [1.805, 1.642, 4.857], [2.885, 1.174, 4.142], [2.429, 0.789, 2.947], [1.112, 1.009, 2.822], [0.703, 1.535, 3.969], [-0.723, 2.026, 4.165], [-1.022, 2.295, 5.386], [-1.430, 2.175, 3.183], [-0.063, 2.316, 6.168], [3.921, 1.099, 4.424], [2.926, 0.579, 2.090]],
  "forces_ev_per_angstrom": [[-0.295, 0.168, -0.001], [0.006, -0.002, 0.003], [0.008, 0.008, -0.021], [-0.014, 0.003, 0.014], [-0.010, -0.040, -0.011], [0.084, 0.057, -0.007], [-0.015, -0.171, 0.017], [0.031, 0.065, -0.041], [0.003, -0.019, 0.014], [-0.010, -0.011, 0.003], [0.008, 0.015, 0.013], [-0.003, -0.002, -0.001], [0.015, -0.016, -0.008], [-0.017, -0.009, 0.020], [0.072, 0.054, -0.084], [-0.013, -0.124, 0.115], [-0.043, -0.091, 0.078], [0.013, 0.035, 0.011], [0.016, 0.045, -0.045], [0.000, 0.019, -0.010], [-0.038, -0.017, -0.049], [0.017, 0.003, 0.008], [0.005, 0.005, 0.007], [-0.014, 0.003, 0.027], [-0.035, 0.014, 0.020], [0.016, -0.004, 0.014], [-0.019, -0.041, -0.045], [0.175, 0.017, -0.016], [0.062, 0.137, 0.114], [-0.060, -0.080, -0.035], [-0.020, -0.021, -0.008], [-0.119, -0.118, -0.111], [0.012, 0.028, 0.014], [-0.012, 0.005, -0.008], [0.017, -0.019, -0.012], [0.000, -0.013, -0.007], [-0.003, -0.002, -0.002], [-0.001, 0.002, 0.001], [0.000, 0.002, -0.003], [0.001, 0.002, -0.002], [-0.009, 0.006, -0.008], [-0.006, 0.012, 0.008], [0.004, 0.001, -0.003], [0.001, 0.002, -0.001], [0.001, -0.001, 0.003], [-0.003, 0.000, 0.000], [-0.003, -0.005, 0.003], [0.005, 0.003, -0.014], [0.743, -0.135, 0.371], [-0.176, 0.264, 0.136], [0.104, -0.075, 0.003], [0.059, -0.093, 0.040], [-0.067, -0.036, -0.005], [0.067, 0.150, 0.097], [0.062, -0.093, -0.115], [-0.069, -0.047, 0.062], [-0.064, 0.076, -0.308], [-0.465, -0.117, -0.323], [0.244, 0.124, 0.330], [-0.253, 0.135, -0.074], [0.004, 0.004, -0.002], [0.000, -0.063, -0.163]],
  "charge": -2,
  "lumo_ev": 4.35,
  "total_energy_ev": -79019.681,
  "e_above_lowest_kj_mol": 0.0,
  "homo_ev": -2.086
}

Entry 3:
{
  "formula": "HI3OP",
  "method": "wB97M-V/def2-TZVPD",
  "elements": ["O", "P", "I", "I", "I", "H"],
  "positions_angstrom": [[2.062, 0.080, -0.350], [-0.542, -0.090, 0.268], [-1.119, 2.033, 1.376], [-0.948, -1.739, 1.910], [-1.546, -0.128, -1.940], [2.093, -0.154, -1.265]],
  "forces_ev_per_angstrom": [[-2.856, 0.246, 2.537], [1.950, 1.498, -0.630], [0.542, -1.121, -0.777], [0.218, 0.076, -0.688], [0.383, -0.246, 1.079], [-0.237, -0.454, -1.521]],
  "charge": 1,
  "lumo_ev": [-8.09, -8.09],
  "total_energy_ev": -35644.083,
  "e_above_lowest_kj_mol": 445.7,
  "homo_ev": [-14.411, -14.412]
}